Run A
This record from OMol25 describes a cluster of 4 separate species, C2H11O3S in total. The level of theory is ωB97M-V with the def2-TZVPD basis set.

The geometry in ORCA input format:
```
! wB97M-V def2-TZVPD RIJCOSX def2/J DEFGRID3
* xyz -1 1
C 0.10448 -1.48764 -1.22793
C 0.63937 -0.02710 -1.51276
S -0.53630 1.08144 -0.62157
H 0.25582 -1.70704 -0.15166
H -0.90752 -1.37392 -1.57572
H 0.66481 -2.27576 -1.77327
H 1.61062 0.03698 -0.87540
H 0.79389 0.21044 -2.53094
H -0.26972 -0.55931 2.73514
H -0.18272 -0.00878 0.98771
O 0.10829 -0.46556 1.89629
H 0.68265 -0.23291 5.04384
H 0.55739 -1.32175 3.71597
O 0.57387 -1.22763 4.65999
H -1.23947 3.87461 -2.91467
H -1.17067 2.39884 -2.68408
O -1.68479 3.08509 -3.17092
*
```

The HOMO energy comes out at -3.2 eV. For the molar mass, the calculation gives 115.17 g mol⁻¹. For the HOMO-LUMO gap, the calculation gives 6.59 eV.


Run B
This record from OMol25 describes a cluster of 4 separate species, C2H11O3S in total. The level of theory is ωB97M-V with the def2-TZVPD basis set.

The geometry in ORCA input format:
```
! wB97M-V def2-TZVPD RIJCOSX def2/J DEFGRID3
* xyz -1 1
C 2.14057 -0.90025 -0.33258
C 1.20434 -1.31980 -1.51233
S -0.57184 -1.12751 -1.10635
H 2.07089 0.17774 -0.21100
H 3.16118 -1.24547 -0.52844
H 1.78195 -1.36804 0.57991
H 1.37327 -2.39831 -1.69338
H 1.51207 -0.69402 -2.36242
H -0.42135 0.02502 3.43816
H -1.10117 0.67130 2.24971
O -0.69645 0.89293 3.10436
H -1.36252 2.28058 -1.39360
H -0.19733 1.39323 -0.90739
O -0.79663 2.11679 -0.63512
H -1.95771 0.76926 0.32123
H -3.33027 0.09247 0.19609
O -2.80901 0.63408 0.79316
*
```

The HOMO energy comes out at -3.0 eV. For the molar mass, the calculation gives 115.17 g mol⁻¹. For the HOMO-LUMO gap, the calculation gives 6.85 eV.


The structure with the most favorable energy is run B; the runner-up is 118.6 kJ/mol above it.